Record 1
C39H98Br3N5O5 | the ωB97M-V functional and the def2-TZVPD basis

Geometry as ORCA input:
```
! wB97M-V def2-TZVPD RIJCOSX def2/J DEFGRID3
* xyz 0 1
C -9.80 -15.28 12.54
Br -8.81 -13.77 13.21
Br -10.88 -16.02 14.12
Br -8.62 -16.77 11.84
H -10.40 -14.94 11.69
C 4.06 -10.61 6.79
C 5.22 -10.24 5.72
C 5.19 -11.18 4.51
C 6.39 -10.86 3.59
C 6.51 -11.66 2.30
C 6.48 -13.17 2.48
H 4.01 -11.69 6.94
H 3.10 -10.41 6.31
H 4.17 -10.01 7.69
H 5.08 -9.23 5.34
H 6.18 -10.25 6.24
H 4.24 -11.09 3.99
H 5.24 -12.21 4.87
H 6.20 -9.83 3.29
H 7.31 -10.89 4.17
H 5.81 -11.23 1.58
H 7.50 -11.32 1.98
H 6.55 -13.71 1.53
H 7.33 -13.64 2.97
H 5.53 -13.41 2.96
C -0.84 -21.48 7.94
C -0.62 -19.96 7.88
C 0.55 -19.58 6.92
C 1.83 -19.30 7.66
C 3.00 -19.12 6.65
C 4.48 -18.77 7.30
H -1.05 -21.77 6.91
H -1.63 -21.72 8.66
H -0.03 -22.14 8.24
H -1.54 -19.50 7.50
H -0.48 -19.51 8.86
H 0.16 -18.64 6.52
H 0.69 -20.20 6.04
H 1.93 -18.40 8.26
H 2.18 -20.11 8.30
H 3.03 -20.08 6.13
H 2.68 -18.57 5.76
H 4.98 -19.47 7.97
H 5.12 -18.78 6.42
H 4.66 -17.85 7.86
C -6.42 -6.74 22.78
C -4.95 -6.41 23.32
C -4.78 -6.97 24.83
C -5.56 -6.24 25.94
C -5.38 -6.97 27.29
C -5.97 -6.31 28.55
H -7.15 -5.95 22.95
H -6.74 -7.63 23.31
H -6.19 -6.88 21.73
H -4.09 -6.79 22.78
H -4.87 -5.32 23.29
H -3.73 -6.81 25.09
H -4.98 -8.04 24.92
H -5.20 -5.22 26.02
H -6.57 -6.09 25.57
H -5.79 -7.97 27.13
H -4.31 -6.94 27.48
H -5.72 -6.95 29.39
H -5.37 -5.42 28.70
H -6.96 -5.85 28.54
C 0.49 0.99 11.44
C -0.19 0.17 10.30
C 0.46 0.40 8.88
O -0.55 0.13 7.92
C 0.04 0.12 6.60
N -0.48 -1.20 10.65
H 0.08 0.61 12.38
H -0.06 1.93 11.47
H 1.56 1.19 11.47
H -1.18 0.59 10.19
H 1.33 -0.26 8.81
H 0.87 1.41 8.83
H 1.01 -0.37 6.73
H 0.14 1.10 6.15
H -0.61 -0.50 5.99
H -1.35 -1.13 11.15
H -0.59 -1.78 9.83
C -9.35 -4.78 14.51
C -8.59 -3.43 14.32
C -8.26 -2.73 15.69
O -9.44 -2.39 16.37
C -9.36 -1.70 17.55
N -7.51 -3.53 13.35
H -8.68 -5.59 14.80
H -9.92 -5.07 13.63
H -10.03 -4.72 15.35
H -9.36 -2.85 13.83
H -7.79 -1.80 15.34
H -7.58 -3.40 16.22
H -10.37 -1.41 17.85
H -8.77 -0.79 17.52
H -8.96 -2.36 18.33
H -7.00 -4.34 13.69
H -7.86 -3.74 12.42
C -1.28 -8.45 14.42
C -1.53 -9.04 13.01
C -2.19 -10.39 13.03
O -1.61 -11.25 12.00
C -2.38 -12.39 11.56
N -2.42 -8.12 12.38
H -0.83 -7.47 14.31
H -0.57 -9.05 14.99
H -2.20 -8.29 14.99
H -0.60 -9.13 12.45
H -3.27 -10.32 12.91
H -1.95 -10.88 13.98
H -2.16 -13.28 12.16
H -2.10 -12.59 10.53
H -3.46 -12.27 11.52
H -1.95 -7.23 12.28
H -2.61 -8.58 11.50
C -0.79 -21.20 15.35
C -1.25 -19.81 15.56
C -2.80 -19.79 15.32
O -3.46 -20.49 16.29
C -4.85 -20.60 16.17
N -1.03 -19.40 16.99
H -1.41 -21.93 15.87
H 0.23 -21.35 15.72
H -0.85 -21.38 14.28
H -0.65 -19.15 14.93
H -3.09 -20.13 14.32
H -3.29 -18.82 15.40
H -5.32 -21.15 15.36
H -5.21 -19.58 16.31
H -5.12 -21.24 17.01
H -0.21 -19.77 17.43
H -1.88 -19.71 17.44
C -4.07 -5.87 5.83
C -4.15 -5.76 4.35
C -4.39 -7.18 3.71
O -3.30 -8.09 3.85
C -3.26 -8.85 5.12
N -5.18 -4.79 3.96
H -4.33 -4.88 6.19
H -3.06 -6.13 6.16
H -4.86 -6.49 6.25
H -3.26 -5.32 3.91
H -4.44 -6.94 2.65
H -5.37 -7.59 3.97
H -2.36 -9.46 5.10
H -4.11 -9.53 5.26
H -3.23 -8.27 6.04
H -4.79 -3.86 4.07
H -5.97 -4.97 4.56
*
```

Its LUMO energy is -0.60 eV. For the HOMO-LUMO gap, the calculation gives 8.34 eV. Its electronic energy is -269839.6381 eV. The HOMO energy comes out at -8.938 eV.



Record 2
C2H3N3 | the ωB97M-V functional and the def2-TZVPD basis

Geometry as ORCA input:
```
! wB97M-V def2-TZVPD RIJCOSX def2/J DEFGRID3
* xyz 0 1
C 2.29 0.37 0.01
C -0.32 -0.56 -0.15
N 3.16 -0.39 0.00
N -2.45 0.37 -0.05
N -1.46 -0.31 -0.09
H 1.53 1.18 0.00
H 0.49 -1.07 -0.40
H -3.23 0.41 0.68
*
```

Its LUMO energy is 0.81 eV. For the HOMO-LUMO gap, the calculation gives 9.70 eV. Its electronic energy is -6588.0017 eV. The HOMO energy comes out at -8.881 eV.



Record 3
CH8N2O2Si2 | the ωB97M-V functional and the def2-TZVPD basis

Geometry as ORCA input:
```
! wB97M-V def2-TZVPD RIJCOSX def2/J DEFGRID3
* xyz 0 1
N 2.11 1.69 -0.46
C 0.86 1.17 -0.55
O -0.14 1.89 -0.59
N 0.87 -0.16 -0.70
Si -0.68 -1.08 -0.39
O -0.09 -2.54 -0.25
Si -1.76 0.03 1.34
H 2.73 1.02 0.03
H 2.23 2.61 -0.08
H 1.77 -0.56 -1.03
H -1.50 -0.83 -1.89
H -0.05 -3.42 -0.69
H -2.58 -1.13 2.01
H -2.94 0.95 0.86
H -0.81 0.36 2.39
*
```

As for the SMILES: NC(=O)N[Si@@H](O)[SiH3]. Its LUMO energy is 0.36 eV. For the HOMO-LUMO gap, the calculation gives 9.73 eV. Its electronic energy is -23998.1832 eV. The HOMO energy comes out at -9.370 eV.



Record 4
C4H9N | the ωB97M-V functional and the def2-TZVPD basis

Geometry as ORCA input:
```
! wB97M-V def2-TZVPD RIJCOSX def2/J DEFGRID3
* xyz 0 1
C 0.27 -0.41 0.77
C 1.50 -0.58 1.24
C 2.54 -1.35 0.62
H -0.36 0.24 1.23
H -0.18 -0.90 -0.01
H 1.61 -0.01 2.15
H 2.56 -1.22 -0.54
H 3.56 -1.07 1.03
H 2.28 -2.42 0.71
C -3.20 0.60 -1.41
N -3.07 1.24 -0.35
H -3.03 -0.48 -1.51
H -3.24 1.19 -2.27
H -3.09 0.73 0.54
*
```

As for the SMILES: C=CC.C=N. Its LUMO energy is 1.08 eV. For the HOMO-LUMO gap, the calculation gives 10.51 eV. Its electronic energy is -5781.5792 eV. The HOMO energy comes out at -9.421 eV.



Record 5
C10H10FNO | the ωB97M-V functional and the def2-TZVPD basis

Geometry as ORCA input:
```
! wB97M-V def2-TZVPD RIJCOSX def2/J DEFGRID3
* xyz 0 3
C 0.11 3.49 1.36
C 0.53 2.89 0.18
C -0.44 2.56 2.24
C 0.48 1.51 -0.03
C -0.20 0.73 0.88
C -1.95 -1.84 -1.07
C -0.61 -1.53 -1.63
C -0.73 -2.70 -0.74
C 0.17 -1.52 -0.33
C 1.63 -1.82 -0.31
N -0.69 1.28 1.99
O -0.25 -0.63 0.81
F 1.08 1.03 -1.10
H 0.19 4.59 1.60
H 1.14 3.44 -0.58
H -0.57 2.96 3.15
H -2.39 -1.17 -0.29
H -2.65 -2.31 -1.62
H -0.25 -1.38 -2.73
H -0.60 -3.75 -0.87
H 1.94 -2.13 0.71
H 2.22 -1.01 -0.74
H 1.84 -2.67 -0.88
*
```

Its expectation value of S² is 2.01. Its LUMO energy (alpha / beta) is 0.89 / -2.68 eV. For the HOMO-LUMO gap (alpha / beta), the calculation gives 5.75 / 6.57 eV. Its electronic energy is -16779.5195 eV. The HOMO energy (alpha / beta) comes out at -4.865 / -9.253 eV.



Record 6
C2H8NO2PS | the ωB97M-V functional and the def2-TZVPD basis

Geometry as ORCA input:
```
! wB97M-V def2-TZVPD RIJCOSX def2/J DEFGRID3
* xyz 0 1
H -0.70 -1.29 -1.61
N 0.19 -1.65 -1.33
C 0.31 -2.11 -0.19
C 1.63 -2.60 0.24
H -0.40 -2.06 0.63
H 1.58 -3.68 0.39
H 2.18 -2.65 -0.65
H 2.01 -2.21 1.12
O -0.19 1.60 -0.53
P -1.46 2.51 -0.20
O -2.20 1.65 0.91
S -0.48 4.06 0.99
H 0.68 2.00 -0.56
H -3.09 1.74 0.86
H -0.07 4.72 -0.05
*
```

As for the SMILES: [H]/N=C/C.OP(O)S. Its LUMO energy is 0.69 eV. For the HOMO-LUMO gap, the calculation gives 9.55 eV. Its electronic energy is -27912.9216 eV. The HOMO energy comes out at -8.863 eV.



Record 7
C19H43OP3SSeV | the ωB97M-V functional and the def2-TZVPD basis

Geometry as ORCA input:
```
! wB97M-V def2-TZVPD RIJCOSX def2/J DEFGRID3
* xyz 4 2
V -0.13 -0.01 -1.16
P -2.62 -0.13 -0.88
P 0.15 -2.41 -0.56
P -0.04 2.38 -0.62
H 2.17 -0.89 -2.47
C 1.99 0.04 -1.93
C 2.22 0.07 -0.52
H 2.51 -0.86 -0.02
C -3.21 -0.18 -2.62
C -3.45 -1.55 -0.08
C -3.55 1.26 -0.14
C 1.85 -3.07 -0.49
C -0.57 -3.27 0.87
C -0.54 -3.18 -2.07
C 1.61 3.17 -0.59
C -0.81 3.22 0.79
C -0.78 3.07 -2.15
H 2.11 0.97 -2.52
H 2.43 1.04 -0.04
H -4.31 -0.24 -2.67
H -2.74 -1.04 -3.11
H -2.85 0.74 -3.12
H -4.54 -1.51 -0.21
H -3.21 -1.55 0.99
H -3.08 -2.50 -0.51
H -4.64 1.11 -0.23
H -3.29 2.21 -0.63
H -3.29 1.34 0.93
H 1.84 -4.15 -0.74
H 2.24 -2.95 0.53
H 2.52 -2.54 -1.18
H -0.77 -4.32 0.60
H -1.52 -2.79 1.16
H 0.11 -3.20 1.74
H -0.14 -4.21 -2.10
H -0.21 -2.63 -2.97
H -1.64 -3.18 -2.04
H 1.52 4.24 -0.84
H 2.30 2.68 -1.30
H 2.03 3.08 0.42
H -0.88 4.31 0.58
H -0.21 3.05 1.70
H -1.82 2.83 0.98
H -0.46 4.12 -2.21
H -1.88 2.99 -2.10
H -0.43 2.51 -3.04
C 1.20 0.15 -5.75
C 2.48 -0.11 -5.27
C 3.60 -0.06 -6.09
C 3.47 0.19 -7.46
C 2.17 0.38 -8.01
C 1.03 0.34 -7.16
Se -0.21 0.27 -4.35
H 0.51 0.11 -2.95
H 2.59 -0.34 -4.21
H 4.60 -0.23 -5.64
H 4.35 0.24 -8.11
H 2.06 0.55 -9.09
H 0.03 0.48 -7.58
C -0.72 1.01 4.22
S 0.41 0.26 3.03
C 0.50 -1.39 3.77
O -0.38 0.08 1.74
H -0.22 1.00 5.19
H -1.67 0.46 4.31
H -0.89 2.06 3.92
H -0.47 -1.89 3.71
H 1.28 -1.92 3.20
H 0.82 -1.27 4.80
*
```

Its expectation value of S² is 1.19. Its LUMO energy (alpha / beta) is -16.38 / -15.91 eV. For the HOMO-LUMO gap (alpha / beta), the calculation gives 3.45 / 3.64 eV. Its electronic energy is -152136.7745 eV. The HOMO energy (alpha / beta) comes out at -19.826 / -19.553 eV.



Record 8
H6O3Rb | the ωB97M-V functional and the def2-TZVPD basis

Geometry as ORCA input:
```
! wB97M-V def2-TZVPD RIJCOSX def2/J DEFGRID3
* xyz 1 1
Rb 28.52 5.65 2.36
O 28.22 4.46 -0.01
H 28.15 4.57 -0.94
H 27.39 4.19 0.27
O 27.82 8.42 2.36
H 27.44 8.47 1.50
H 27.29 8.89 2.93
O 27.32 5.67 4.90
H 27.32 6.02 5.79
H 27.24 4.69 5.00
*
```

Its LUMO energy is -3.62 eV. For the HOMO-LUMO gap, the calculation gives 12.33 eV. Its electronic energy is -6890.3829 eV. The HOMO energy comes out at -15.946 eV.



Record 9
C22H11Cl3F3IN2O3Re | the ωB97M-V functional and the def2-TZVPD basis

Geometry as ORCA input:
```
! wB97M-V def2-TZVPD RIJCOSX def2/J DEFGRID3
* xyz 2 2
Re 0.04 0.04 0.43
Cl 5.90 4.22 -0.81
C 4.69 3.03 -0.56
C 5.02 1.69 -0.67
C 4.06 0.70 -0.48
Cl 4.49 -0.95 -0.62
C 2.75 1.07 -0.18
O 1.83 0.09 0.00
C 2.41 2.43 -0.06
C 1.07 2.86 0.23
O 0.11 2.09 0.43
C 3.39 3.41 -0.26
H 6.04 1.40 -0.91
H 0.86 3.93 0.28
H 3.13 4.46 -0.18
Cl -3.62 -5.71 -0.74
C -3.10 -4.09 -0.49
C -4.00 -3.06 -0.59
C -3.62 -1.70 -0.39
I -5.00 -0.21 -0.59
C -2.31 -1.44 -0.08
O -1.79 -0.20 0.15
C -1.39 -2.48 0.02
N -0.12 -2.08 0.29
C 0.85 -3.00 0.36
C 0.58 -4.35 0.18
C -0.71 -4.78 -0.09
C -1.74 -3.83 -0.19
H -5.02 -3.29 -0.83
H 1.85 -2.63 0.56
H 1.39 -5.05 0.25
H -0.92 -5.83 -0.24
F 0.99 -0.68 7.19
C -0.03 0.06 6.75
F 0.15 1.32 7.18
F -1.16 -0.41 7.26
C -0.05 0.04 5.23
C 1.05 0.52 4.53
C 1.02 0.51 3.16
N -0.05 0.02 2.48
C -1.11 -0.44 3.15
C -1.15 -0.44 4.53
H 1.92 0.91 5.04
H 1.84 0.87 2.56
H -1.94 -0.81 2.56
H -2.02 -0.82 5.05
*
```

Its expectation value of S² is 0.76. Its LUMO energy (alpha / beta) is -8.26 / -7.90 eV. For the HOMO-LUMO gap (alpha / beta), the calculation gives 6.06 / 6.42 eV. Its electronic energy is -88051.7535 eV. The HOMO energy (alpha / beta) comes out at -14.324 / -14.310 eV.



Record 10
C41H38F3N7O5PRu | the ωB97M-V functional and the def2-TZVPD basis

Geometry as ORCA input:
```
! wB97M-V def2-TZVPD RIJCOSX def2/J DEFGRID3
* xyz -2 6
Ru 0.09 0.01 -0.52
C -0.93 4.15 0.15
C -0.80 2.82 -0.54
N 0.27 2.05 -0.34
N 1.16 2.48 0.54
C 2.39 2.01 0.45
O 2.90 1.46 -0.61
C 3.22 2.18 1.64
C 4.50 1.63 1.69
C 5.26 1.71 2.84
C 4.75 2.35 3.97
C 3.48 2.90 3.92
C 2.72 2.82 2.78
C -1.78 2.36 -1.45
C -3.03 3.01 -1.61
C -3.94 2.52 -2.50
C -3.59 1.42 -3.29
C -2.36 0.83 -3.07
N -1.47 1.26 -2.19
H 0.01 4.35 0.66
H -1.73 4.14 0.89
H -1.12 4.95 -0.57
H 4.88 1.13 0.81
H 6.24 1.26 2.87
H 5.34 2.40 4.87
H 3.09 3.40 4.80
H 1.72 3.23 2.75
H -3.27 3.86 -0.98
H -4.92 2.99 -2.61
H -4.28 1.02 -4.03
H -2.06 -0.04 -3.65
C 3.64 0.96 -4.49
N 2.20 1.12 -4.52
C 1.60 -0.09 -5.07
N 2.01 -1.32 -4.43
C 3.46 -1.39 -4.42
N 4.10 -0.24 -3.81
C 3.86 -0.16 -2.38
P 2.04 0.12 -1.90
C 1.69 1.42 -3.19
C 1.52 -1.33 -3.05
H 4.08 1.83 -4.02
H 3.98 0.90 -5.54
H 1.88 -0.14 -6.13
H 0.51 -0.01 -4.98
H 3.81 -1.44 -5.47
H 3.78 -2.29 -3.90
H 4.47 0.65 -1.98
H 4.19 -1.10 -1.93
H 2.11 2.38 -2.86
H 0.60 1.51 -3.24
H 0.42 -1.36 -3.07
H 1.85 -2.26 -2.58
F 3.02 0.10 6.21
C 2.82 -0.99 5.40
F 3.98 -1.67 5.43
F 1.95 -1.75 6.17
C 2.31 -0.68 4.07
C 1.12 0.07 3.91
C 0.62 0.26 2.66
N 1.20 -0.22 1.55
C 2.33 -0.95 1.69
C 2.92 -1.19 2.89
H 0.62 0.47 4.79
H -0.30 0.83 2.50
H 2.76 -1.32 0.77
H 3.82 -1.78 2.96
O -2.19 -1.12 -0.97
C -2.68 -0.41 -0.06
O -2.01 0.37 0.65
C -4.15 -0.50 0.18
C -4.78 0.50 0.93
C -6.14 0.51 1.16
C -6.86 -0.56 0.66
O -8.22 -0.85 0.79
C -8.37 -2.13 0.24
O -7.20 -2.53 -0.42
C -6.24 -1.58 -0.07
C -4.90 -1.57 -0.34
H -4.16 1.29 1.33
H -6.63 1.30 1.70
H -9.22 -2.12 -0.47
H -8.61 -2.86 1.05
H -4.41 -2.35 -0.90
C -0.02 -1.90 -0.24
C -0.29 -2.91 0.62
C -1.02 -2.63 1.83
C -1.27 -3.61 2.74
C -0.87 -4.93 2.52
C -0.18 -5.24 1.35
C 0.11 -4.27 0.42
H -1.32 -1.61 2.00
H -1.80 -3.37 3.66
H -1.07 -5.70 3.25
H 0.13 -6.26 1.17
H 0.65 -4.53 -0.48
*
```

Its expectation value of S² is 8.86. Its LUMO energy (alpha / beta) is 3.91 / 3.91 eV. For the HOMO-LUMO gap (alpha / beta), the calculation gives 3.18 / 6.05 eV. Its electronic energy is -83820.9823 eV. The HOMO energy (alpha / beta) comes out at 0.736 / -2.143 eV.



Record 11
CH4IN2 | the ωB97M-V functional and the def2-TZVPD basis

Geometry as ORCA input:
```
! wB97M-V def2-TZVPD RIJCOSX def2/J DEFGRID3
* xyz 1 1
C -0.68 -0.36 0.11
N 0.62 -0.18 -0.01
N -1.49 0.62 -0.01
I -4.59 -0.10 0.03
H -0.96 -1.35 0.14
H 1.31 -0.80 -0.37
H 0.97 0.77 0.18
H -1.37 1.60 0.12
*
```

Its LUMO energy (alpha / beta) is -8.75 / -8.78 eV. For the HOMO-LUMO gap (alpha / beta), the calculation gives 5.68 / 5.64 eV. Its electronic energy is -12172.3306 eV. The HOMO energy (alpha / beta) comes out at -14.427 / -14.420 eV.